# 1
ORCA calculation (ωB97M-V with the def2-TZVPD basis set) on a structure of composition C21H29F3NO6S2 at a distorted geometry.

Cartesian coordinates (Å):
C1 -2.3511 3.3590 -0.5735
C2 -0.9282 2.8893 -0.8479
O1 -0.9342 1.4477 -1.0643
C3 0.2151 0.6841 -1.1018
C4 0.0680 -0.8192 -1.1177
C5 0.6780 -1.3883 -2.4175
C6 0.2500 -0.5845 -3.6723
C7 0.8932 -1.0176 -4.9705
C8 2.4083 -1.2168 -4.8825
C9 2.8358 -1.9600 -3.6148
C10 2.1965 -1.4050 -2.3286
C11 -1.2243 -1.4647 -0.7888
O2 -1.4045 -2.6324 -1.0959
O3 -2.1961 -0.7091 -0.2024
C12 -3.5872 -0.6768 -0.7760
C13 -4.3555 0.1908 0.1847
O4 1.3145 1.2032 -1.2220
H1 -2.3575 4.4446 -0.3762
H2 -3.0284 3.1839 -1.4254
H3 -2.7432 2.8854 0.3412
H4 -0.4840 3.4261 -1.7026
H5 -0.2967 3.0999 0.0233
H6 0.3035 -2.4218 -2.4982
H7 -0.8425 -0.6402 -3.7302
H8 0.5118 0.4601 -3.4635
H9 0.4450 -1.9461 -5.3336
H10 0.6728 -0.2495 -5.7145
H11 2.7546 -1.7412 -5.7855
H12 2.9002 -0.2384 -4.9073
H13 2.5241 -3.0093 -3.7275
H14 3.9248 -1.9422 -3.5127
H15 2.5087 -0.3732 -2.1000
H16 2.4538 -2.0317 -1.4631
H17 -3.5155 -0.2113 -1.7741
H18 -3.9957 -1.6981 -0.8416
H19 -5.4377 0.0545 0.1087
H20 -4.0164 -0.0302 1.2037
H21 -4.1696 1.2412 -0.0594
C14 0.1903 -1.7143 2.6201
N1 1.5050 -1.1725 2.9289
S1 2.6963 -2.4569 2.9066
C15 2.5631 -2.7440 4.7913
F1 3.5801 -3.5216 5.2517
F2 2.5778 -1.5798 5.5049
F3 1.3732 -3.3753 5.0273
S2 2.2464 0.2310 2.2507
C16 0.9019 1.3041 2.6080
C17 -0.3279 1.0613 2.0121
C18 -1.4691 1.6947 2.5103
C19 -1.3081 2.4902 3.6577
C20 -0.0509 3.0522 3.9743
C21 1.0788 2.3684 3.5160
O5 3.2601 0.7198 3.1335
O6 2.5585 -0.0700 0.8836
H22 0.1836 -2.7759 2.9442
H23 -0.5738 -1.1536 3.1995
H24 -0.0212 -1.6700 1.5355
H25 -0.4128 0.3348 1.1950
H26 -2.4423 1.5398 2.0219
H27 -2.1762 2.7067 4.2763
H28 0.0161 3.9650 4.5749
H29 2.0606 2.6036 3.9058

Calculated values
2S+1   1
Frontier orbital gap   6.052 eV
ΔE to the lowest compared entry with this formula, charge and spin   1.524 eV
Charge   -1
Energy   -2419.74422 hartree
Max |F|   0.064 hartree/bohr

Okay, here come the Mulliken numbers, in e, for every atom: -0.928 -0.328 -0.001 0.183 1.143 -0.452 -0.637 -0.804 -0.620 -0.800 -0.594 -1.009 -0.792 0.187 -0.410 -0.786 -0.641 0.427 0.292 0.027 0.337 0.252 0.781 0.266 0.284 0.351 0.352 0.333 0.312 0.352 0.363 0.232 0.202 0.255 0.376 0.440 0.187 -0.012 -1.173 0.026 -0.147 0.705 -0.227 -0.214 -0.243 1.392 0.432 0.605 -0.538 -0.943 -0.588 -0.611 -0.806 -0.400 0.531 0.176 0.604 -0.288 0.297 0.388 0.390 0.512



# 2
ORCA calculation (ωB97M-V with the def2-TZVPD basis set) on a structure of composition C20H34GdN2O6S2Si2 at a distorted geometry.

Cartesian coordinates (Å):
Gd1 0.3368 0.7468 -0.2833
O1 2.2056 -0.5894 -1.6170
C1 2.3719 -0.2489 -2.9855
C2 2.2614 1.2671 -3.1987
N1 1.0166 1.7779 -2.6158
C3 1.1005 3.2306 -2.3767
C4 1.3939 3.6033 -0.8798
O2 2.0356 4.6231 -0.6671
O3 0.8971 2.8319 -0.0076
C5 -0.1331 1.4793 -3.4753
C6 -1.4573 1.7733 -2.6867
O4 -2.4002 2.2418 -3.3002
O5 -1.4019 1.4525 -1.4628
H1 3.0874 -0.3670 -1.1972
H2 1.5949 -0.7871 -3.5403
H3 3.3500 -0.5985 -3.3323
H4 2.3263 1.4985 -4.2744
H5 3.1022 1.7425 -2.6838
H6 0.1320 3.6904 -2.5993
H7 1.8553 3.7094 -3.0130
H8 -0.1518 0.4096 -3.7170
H9 -0.1210 2.0576 -4.4117
C7 0.0749 -3.3892 -0.9408
Si1 -0.2020 -2.7210 0.8344
C8 1.4808 -2.5118 1.7216
C9 -1.0274 -4.1663 1.8056
C10 -1.1375 -1.0818 0.7800
C11 -1.0766 -0.4025 2.0890
C12 -1.8015 -0.7679 3.2343
C13 -1.6226 -0.0832 4.4166
C14 -0.7142 0.9701 4.4631
C15 -0.0563 1.3046 3.2947
N2 -0.2327 0.6541 2.1499
Si2 -2.9070 -1.0885 0.0919
C16 -2.8144 -1.3858 -1.7961
C17 -4.1508 -2.4202 0.7277
C18 -3.7263 0.5938 0.4878
H10 0.8127 -4.1844 -0.9429
H11 0.4282 -2.6048 -1.6057
H12 -0.8435 -3.7946 -1.3508
H13 2.1256 -3.3732 1.5806
H14 1.3389 -2.3852 2.7904
H15 2.0214 -1.6414 1.3600
H16 -0.3628 -5.0212 1.8788
H17 -1.9402 -4.5008 1.3268
H18 -1.2800 -3.8602 2.8163
H19 -2.4793 -1.6040 3.1752
H20 -2.1721 -0.3655 5.3057
H21 -0.5235 1.5176 5.3735
H22 0.6440 2.1316 3.2646
H23 -2.9155 -2.4360 -2.0511
H24 -1.8620 -1.0366 -2.1872
H25 -3.5971 -0.8357 -2.3070
H26 -3.7924 -3.4235 0.5285
H27 -5.1135 -2.3215 0.2331
H28 -4.3186 -2.3461 1.7966
H29 -3.1368 1.3872 0.0368
H30 -3.7731 0.7846 1.5576
H31 -4.7349 0.6738 0.0901
C19 3.9852 3.4545 1.6391
O6 4.5987 2.7097 0.6023
C20 4.1068 1.5327 0.2570
S1 4.8670 0.8075 -1.0437
S2 2.9035 0.7435 1.1611
H32 4.7649 4.0677 2.0865
H33 3.5548 2.7821 2.3818
H34 3.2053 4.0931 1.2120

Calculated values
2S+1   8
Frontier orbital gap (alpha / beta)   7.480 / 5.976 eV
ΔE to the lowest compared entry with this formula, charge and spin   0.510 eV
Charge   -1
Energy   -3484.75431 hartree
Max |F|   0.035 hartree/bohr

Okay, here come the Mulliken numbers, in e, for every atom: 0.304 -0.179 -1.023 -0.654 0.937 -0.750 0.484 -0.798 -0.452 -0.794 0.419 -0.768 -0.442 -0.151 0.388 0.371 0.316 0.426 0.460 0.349 0.338 0.262 -0.907 0.446 -0.700 -1.261 1.995 -1.366 -0.526 -0.629 -1.143 -0.295 0.626 0.751 -0.903 -1.303 -1.110 0.413 0.009 0.317 0.450 0.272 0.063 0.382 0.341 0.326 0.318 0.452 0.433 0.440 0.413 -0.106 0.442 0.329 0.388 0.306 0.179 0.354 0.450 -0.624 -0.381 0.555 -0.459 -0.602 0.262 0.337 0.225



# 3
ORCA calculation (ωB97M-V with the def2-TZVPD basis set) on a structure of composition CH10NOSn at a distorted geometry.

Cartesian coordinates (Å):
C1 -1.9090 -0.8646 -2.6550
Sn1 -0.0919 0.3185 1.8519
N1 1.4698 0.8310 -0.9671
H1 -0.2226 -1.3618 2.1199
H2 -2.3388 0.0211 -2.2429
H3 -2.6685 -1.6491 -2.7094
H4 -1.0042 -1.3229 -2.2327
H5 -1.7161 -0.6671 -3.7122
H6 2.4581 0.6009 -0.8201
H7 1.4521 1.8474 -1.1555
H8 1.2321 0.4100 -1.8826
O1 2.2469 1.4706 1.8096
H9 1.8134 2.2503 2.2112
H10 2.4114 0.8690 2.5651

Calculated values
2S+1   1
Frontier orbital gap   8.101 eV
ΔE to the lowest compared entry with this formula, charge and spin   0.034 eV
Charge   +1
Energy   -388.05754 hartree
Max |F|   0.039 hartree/bohr

Okay, here come the Mulliken numbers, in e, for every atom: -0.997 0.746 -0.677 0.001 0.239 0.301 0.174 0.285 0.265 0.264 0.265 -0.615 0.382 0.366